#A
{"formula": "C4H12O4", "method": "ωB97M-V/def2-TZVPD", "species": ["O", "C", "C", "C", "C", "O", "H", "H", "H", "H", "H", "H", "H", "H", "O", "H", "H", "O", "H", "H"], "coordinates": [[-0.17504, -1.35185, -3.16576], [0.22793, -0.44461, -2.61580], [-0.70210, 0.51551, -1.84472], [-0.80827, -0.17140, -0.45283], [-0.98334, 0.59433, 0.86456], [-1.77221, -0.29597, 1.74199], [1.29644, -0.36501, -2.42295], [-1.65164, 0.72100, -2.41012], [-0.34757, 1.58624, -1.64780], [-1.73779, -0.90380, -0.69705], [-0.05921, -1.00044, -0.21003], [-0.07676, 0.95011, 1.39193], [-1.71966, 1.44943, 0.81170], [-1.81314, -1.25522, 1.37499], [2.24843, 1.43934, 0.49758], [1.90549, 2.36631, 0.66315], [3.15036, 1.31502, 0.72708], [1.31590, -0.64333, 3.48861], [1.18629, 0.16384, 2.88022], [0.52525, -1.17595, 3.33236]], "smiles": "O=CCCCO.O.O", "e_homo_ha": -0.35858, "gap_ev": 10.1, "mol_weight_g_mol": 124.14, "lumo_energy_ev": 0.36}

---

#B
{"formula": "C4H12O4", "method": "ωB97M-V/def2-TZVPD", "species": ["C", "C", "C", "C", "O", "H", "H", "H", "H", "H", "H", "O", "H", "H", "O", "H", "H", "O", "H", "H"], "coordinates": [[-1.51167, 1.86419, -1.42097], [-0.34496, 1.49536, -0.94741], [-0.14135, 1.12504, 0.46738], [-1.07820, 0.50763, 1.21337], [0.89393, 1.85335, 0.86933], [-2.40995, 1.95024, -0.80965], [-1.70543, 2.21486, -2.43678], [0.56748, 1.56116, -1.52383], [-1.26971, 0.43490, 2.24698], [-1.89111, 0.00913, 0.65461], [1.18820, 1.62654, 1.75716], [0.61605, -2.31743, 1.64021], [1.20543, -2.22247, 1.03485], [-0.18428, -1.82214, 1.30946], [2.96410, -1.03496, -0.16415], [2.34632, -1.41729, -0.77895], [2.58628, -1.30757, 0.70511], [-0.27286, -1.72926, -1.33979], [-0.46196, -0.70678, -1.00294], [-1.09631, -2.08452, -1.47398]], "smiles": "C=CC(=C)O.O.O.O", "e_homo_ha": -0.34512, "gap_ev": 9.8, "mol_weight_g_mol": 124.14, "lumo_energy_ev": 0.44}

---

Quick one: most stable of them? #A

---

#A
{"formula": "H12O6", "method": "ωB97M-V/def2-TZVPD", "species": ["O", "H", "H", "O", "H", "H", "O", "H", "H", "O", "H", "H", "O", "H", "H", "O", "H", "H"], "coordinates": [[-1.21788, 1.71342, 0.47765], [-0.89748, 1.26196, 1.39888], [-1.73535, 2.48729, 0.60537], [0.48030, -1.24319, -1.03967], [-0.38235, -1.59680, -1.25043], [0.43269, -0.25121, -1.04484], [-0.36314, -0.60942, 1.60747], [-0.93848, -1.14179, 1.06224], [0.57354, -0.59461, 1.22454], [2.57234, -0.51974, 0.60548], [2.44547, 0.44860, 0.85808], [2.22190, -0.63516, -0.23755], [-2.16834, -1.00286, -0.57626], [-3.03140, -1.37899, -0.34743], [-2.20593, -0.04762, -0.29598], [1.02036, 1.42962, -1.04318], [0.27437, 1.54461, -0.34305], [0.65386, 1.76106, -1.88168]], "smiles": "O.O.O.O.O.O", "e_homo_ha": -0.38998, "gap_ev": 10.7, "mol_weight_g_mol": 108.09, "lumo_energy_ev": 0.10}

---

#B
{"formula": "H12O6", "method": "ωB97M-V/def2-TZVPD", "species": ["O", "H", "H", "O", "H", "H", "O", "H", "H", "O", "H", "H", "O", "H", "H", "O", "H", "H"], "coordinates": [[1.45398, -0.53300, 1.49252], [0.59525, -0.29318, 1.47660], [2.00930, 0.23007, 1.54025], [0.54065, 2.56933, -1.06627], [1.11847, 1.81421, -0.83278], [0.13150, 2.08312, -1.88083], [4.66926, -0.56508, -0.16033], [5.18705, -0.69633, -0.93265], [3.86158, -1.15674, -0.23875], [-1.45534, -2.04237, -0.86390], [-1.22138, -2.77647, -0.30845], [-0.77282, -1.39691, -0.59032], [-2.88756, -1.25529, -0.14061], [-3.33398, -2.01409, -0.52081], [-3.29409, -0.91009, 0.71870], [-2.22157, 1.93277, 0.64100], [-2.62067, 2.74191, 0.85646], [-2.45547, 1.52359, 1.49337]], "smiles": "O.O.O.O.O.O", "e_homo_ha": -0.30235, "gap_ev": 8.5, "mol_weight_g_mol": 108.09, "lumo_energy_ev": 0.23}

---

Quick one: most stable of them? #A

---

#A
{"formula": "H12O6", "method": "ωB97M-V/def2-TZVPD", "species": ["O", "H", "H", "O", "H", "H", "O", "H", "H", "O", "H", "H", "O", "H", "H", "O", "H", "H"], "coordinates": [[5.30463, 8.80945, -19.69484], [5.93783, 8.14203, -20.06557], [4.47105, 8.36389, -19.71830], [7.96006, 3.29178, -19.72311], [8.68697, 3.88763, -19.51322], [8.33887, 2.45735, -19.40757], [3.74792, 2.79759, -20.80356], [4.07368, 3.72135, -20.85740], [4.52869, 2.27416, -20.90987], [8.10929, 7.99633, -19.08419], [8.13554, 7.29499, -19.70805], [8.98204, 8.40787, -19.12762], [6.77668, 6.08260, -20.54837], [6.93570, 5.14994, -20.56773], [5.84141, 5.99423, -20.37225], [4.15968, 5.61703, -20.32128], [3.61107, 6.28244, -20.73175], [3.80768, 5.83771, -19.43024]], "smiles": "O.O.O.O.O.O", "e_homo_ha": -0.40462, "gap_ev": 11.1, "mol_weight_g_mol": 108.09, "lumo_energy_ev": 0.09}

---

#B
{"formula": "H12O6", "method": "ωB97M-V/def2-TZVPD", "species": ["O", "H", "H", "O", "H", "H", "O", "H", "H", "O", "H", "H", "O", "H", "H", "O", "H", "H"], "coordinates": [[0.36651, 3.78009, -0.62605], [0.66456, 2.94322, -0.94855], [0.98437, 4.37715, -0.99918], [1.29683, 1.00360, -1.41505], [1.63173, 0.48728, -2.16769], [1.85326, 0.85595, -0.66708], [1.66395, -1.78319, 0.74071], [2.42625, -2.07212, 1.24133], [1.71747, -0.78066, 0.74381], [-2.48727, 0.51389, 1.69590], [-1.99622, 0.24325, 0.91712], [-3.07449, -0.18304, 1.84190], [-1.08433, -2.81183, -0.00764], [-1.70476, -3.09180, 0.68772], [-0.25876, -2.72735, 0.45813], [-0.93940, -0.06655, -0.34005], [-0.23990, 0.34641, -0.86703], [-0.81980, -1.03431, -0.28831]], "smiles": "O.O.O.O.O.O", "e_homo_ha": -0.37199, "gap_ev": 9.9, "mol_weight_g_mol": 108.09, "lumo_energy_ev": -0.21}

---

#C
{"formula": "H12O6", "method": "ωB97M-V/def2-TZVPD", "species": ["O", "H", "H", "O", "H", "H", "O", "H", "H", "O", "H", "H", "O", "H", "H", "O", "H", "H"], "coordinates": [[-5.68705, -10.12148, 0.74113], [-5.17474, -10.45924, 0.00651], [-5.03293, -9.84712, 1.38386], [-4.81339, -13.74347, 1.74267], [-4.56582, -13.55977, 0.83646], [-5.47643, -13.08452, 1.94860], [-7.75101, -10.02262, 1.31267], [-8.13253, -10.35531, 0.50026], [-6.80599, -10.10747, 1.18636], [-7.21956, -12.90385, 4.22563], [-7.06891, -13.47595, 4.97813], [-7.96503, -13.29631, 3.77123], [-5.78183, -12.41299, -0.80588], [-5.92195, -11.84469, -0.04849], [-6.66025, -12.57573, -1.14958], [-6.36384, -12.26133, 1.97726], [-6.40323, -12.51155, 2.90034], [-6.13090, -11.33300, 1.98999]], "e_homo_ha": -0.35063, "gap_ev": 9.7, "mol_weight_g_mol": 108.09, "lumo_energy_ev": 0.13}

---

#D
{"formula": "H12O6", "method": "ωB97M-V/def2-TZVPD", "species": ["O", "H", "H", "O", "H", "H", "O", "H", "H", "O", "H", "H", "O", "H", "H", "O", "H", "H"], "coordinates": [[0.28173, -1.54926, -0.40465], [1.07730, -1.78255, 0.08692], [0.48996, -0.69301, -0.79512], [1.28751, 1.13656, -1.15133], [1.94605, 1.13626, -1.85512], [0.45672, 0.96128, -1.60746], [-0.92759, -0.82608, 1.30032], [-0.56508, -1.66035, 1.61903], [-0.92700, -0.25756, 2.07864], [4.48200, 0.23648, 0.57991], [4.12033, 0.96184, 0.05835], [5.00018, 0.67516, 1.26405], [-2.46108, -1.22750, -0.66304], [-2.97702, -1.82090, -1.22042], [-1.59773, -1.19586, -1.09037], [-3.51278, 1.78809, 0.39273], [-3.51684, 2.01723, 1.32893], [-2.65667, 2.10018, 0.07862]], "smiles": "O.O.O.O.O.O", "e_homo_ha": -0.35660, "gap_ev": 9.9, "mol_weight_g_mol": 108.09, "lumo_energy_ev": 0.22}

---

Quick one: most stable of them? #B